[1]
The following is a DFT calculation (the ωB97M-V functional and the def2-TZVPD basis) of a structure of composition C30H35BaN4OSSe.

Atoms and positions in Å:
1 Ba -1.076 1.266 0.381
2 Se 0.725 -1.646 0.333
3 S -1.149 4.589 0.182
4 O -2.946 2.371 -0.251
5 N 1.414 1.597 0.373
6 N -3.261 3.428 -1.018
7 N -0.220 1.159 2.822
8 N -0.174 1.230 -2.112
9 C 0.200 -3.495 0.321
10 C -0.632 2.402 -2.874
11 C 1.305 1.213 -2.063
12 C 3.397 1.758 1.917
13 C 1.260 1.179 2.805
14 C -1.073 -7.681 0.311
15 C -2.250 -2.814 0.320
16 C -0.638 -6.237 0.313
17 C -0.815 -0.081 3.346
18 C -3.878 5.495 -2.666
19 C 1.874 0.903 4.012
20 C -2.464 4.546 -0.900
21 C 3.454 1.625 -1.111
22 C -1.166 -3.860 0.319
23 C 3.308 0.975 -3.433
24 C 2.625 -4.311 0.318
25 C 4.055 1.352 -2.334
26 C 0.702 -5.877 0.314
27 C -0.739 2.338 3.528
28 C 3.242 1.017 4.211
29 C 3.985 1.494 3.148
30 C -2.844 5.598 -1.783
31 C 2.061 1.509 -0.864
32 C 1.133 -4.552 0.317
33 C -4.635 4.311 -2.729
34 C -0.778 -0.003 -2.644
35 C 1.932 0.936 -3.264
36 C 2.028 1.520 1.622
37 C -4.294 3.301 -1.884
38 C -1.559 -5.199 0.315
39 H -1.833 2.352 3.497
40 H -2.162 -7.762 0.310
41 H -2.159 -2.150 -0.545
42 H 3.690 0.784 5.167
43 H -4.110 6.326 -3.321
44 H 4.122 1.926 -0.331
45 H 1.460 -6.660 0.312
46 H 1.305 0.689 -4.113
47 H -0.409 2.351 4.574
48 H -0.384 -0.927 2.806
49 H 3.086 -4.781 -0.557
50 H -0.707 -8.220 -0.568
51 H -0.621 -0.196 4.418
52 H -1.901 -0.069 3.193
53 H -5.462 4.178 -3.411
54 H -0.561 -0.129 -3.712
55 H 2.863 -3.251 0.305
56 H 5.134 1.440 -2.403
57 H -0.374 3.246 3.045
58 H -0.216 2.396 -3.888
59 H -2.245 6.496 -1.726
60 H 5.048 1.679 3.255
61 H -3.238 -3.283 0.311
62 H 3.763 0.739 -4.385
63 H -1.723 2.406 -2.941
64 H -2.622 -5.431 0.314
65 H -0.375 -0.858 -2.096
66 H 1.242 0.610 4.844
67 H -2.169 -2.163 1.196
68 H -0.302 3.314 -2.375
69 H -0.709 -8.223 1.188
70 H -1.866 0.033 -2.515
71 H -4.790 2.344 -1.827
72 H 3.082 -4.755 1.208
73 H 4.039 2.192 1.177

Summary:
Energy above the lowest of the compared OMol25 structures with the same formula, charge and spin: 163.97 kJ/mol
E_tot: -4283.6141 Eh
HOMO: -3.6 eV
E_LUMO: 2.0860 eV
Charge: -1
HOMO-LUMO gap: 5.68 eV

[2]
The following is a DFT calculation (the ωB97M-V functional and the def2-TZVPD basis) of a cluster of 2 separate species, C3H9NO2 in total.

Atoms and positions in Å:
1 O 0.013 0.617 1.980
2 O 1.477 -0.807 -0.419
3 N -2.351 0.627 1.975
4 C 1.359 -1.108 -2.725
5 C 2.053 -0.552 -1.672
6 C -1.059 0.575 1.118
7 H -1.073 1.607 0.639
8 H 1.690 -0.653 -3.696
9 H -0.206 1.172 2.719
10 H 0.493 -1.759 -2.502
11 H -2.585 -0.372 2.320
12 H 2.939 0.126 -1.700
13 H 1.432 -0.080 0.232
14 H -3.165 0.841 1.365
15 H -1.018 -0.233 0.365

Summary:
Energy above the lowest of the compared OMol25 structures with the same formula, charge and spin: 289.81 kJ/mol
E_tot: -324.8622 Eh
HOMO: -8.8 eV
E_LUMO: 0.8648 eV
Charge: 0
HOMO-LUMO gap: 9.71 eV

[3]
The following is a DFT calculation (the ωB97M-V functional and the def2-TZVPD basis) of the molecule C27H26Br2F2I2N2O2S2.

Atoms and positions in Å:
1 I 5.778 -1.017 1.167
2 I 4.460 3.757 2.576
3 Br -5.085 -0.750 0.970
4 Br -6.723 2.170 1.037
5 S 0.481 -2.867 3.602
6 S -2.238 -3.486 4.893
7 F 1.753 -1.892 -3.713
8 F -4.150 -1.479 -2.244
9 O -0.806 0.384 -3.915
10 O -1.695 2.056 1.487
11 N -4.205 -4.141 0.791
12 N -2.040 -3.732 2.157
13 C -4.133 0.819 0.175
14 C -4.882 2.139 0.188
15 C 0.596 0.087 3.339
16 C 2.285 -0.480 -3.653
17 C -1.314 -3.374 3.435
18 C -0.858 0.371 -2.566
19 C -2.629 0.787 -0.519
20 C 0.483 0.448 -1.585
21 C -4.822 0.829 -3.172
22 C 5.241 2.130 1.336
23 C -2.972 -4.403 -0.071
24 C -1.340 1.299 0.417
25 C 1.269 1.404 2.571
26 C 1.515 0.986 1.004
27 C 0.199 0.927 -0.008
28 C 3.058 0.635 0.533
29 C 3.865 -0.578 -4.082
30 C 6.837 1.981 1.681
31 C -1.562 -4.169 0.790
32 C 0.879 -1.336 2.575
33 C 2.014 0.037 -2.119
34 C -2.402 0.323 -1.928
35 C -3.597 -0.237 -2.902
36 C -3.554 -3.743 2.115
37 C -4.156 3.448 -0.490
38 C 4.391 0.700 1.494
39 C 3.252 0.168 -1.048
40 H 5.162 2.490 0.213
41 H 7.077 1.342 2.641
42 H 1.133 0.036 4.396
43 H -4.860 4.402 -0.572
44 H 7.472 1.651 0.731
45 H -3.076 -4.721 -1.196
46 H -4.436 1.907 -3.416
47 H -0.447 -4.290 0.458
48 H -4.364 -3.493 2.927
49 H 4.133 0.639 2.658
50 H 0.196 -1.421 1.600
51 H 0.599 2.383 2.690
52 H -5.372 0.449 -4.158
53 H 4.306 0.512 -4.020
54 H 4.350 -0.075 -1.381
55 H 2.025 -1.452 2.261
56 H -3.212 3.739 0.163
57 H 1.739 0.144 -4.480
58 H -0.532 0.319 3.548
59 H -3.226 -0.593 -3.968
60 H -3.774 3.173 -1.573
61 H 2.273 1.659 3.164
62 H 7.224 3.082 1.933
63 H 4.063 -1.114 -5.108
64 H 4.389 -1.263 -3.257
65 H -5.613 0.779 -2.309

Summary:
E_tot: -8043.0599 Eh
HOMO: -8.1 eV
E_LUMO: -2.4181 eV
Charge: 0
HOMO-LUMO gap: 5.68 eV

[4]
The following is a DFT calculation (the ωB97M-V functional and the def2-TZVPD basis) of the ion C4H13N3 with charge -1.

Atoms and positions in Å:
1 N -0.081 -0.223 -0.213
2 N 1.212 -1.250 2.282
3 N 0.781 2.289 -1.397
4 C -0.777 -1.042 0.786
5 C 0.206 -1.961 1.476
6 C -1.032 0.618 -0.956
7 C -0.306 1.480 -1.975
8 H -0.271 -2.644 2.152
9 H 0.710 -0.538 2.805
10 H 0.392 2.804 -0.602
11 H -1.116 -0.316 1.529
12 H -1.648 -1.539 0.343
13 H 0.397 -0.819 -0.894
14 H -1.007 2.110 -2.529
15 H -1.547 1.231 -0.213
16 H -1.825 -0.019 -1.366
17 H 1.821 -0.761 1.637
18 H 0.193 0.784 -2.660
19 H 0.739 -2.547 0.725
20 H 1.380 1.634 -0.904

Summary:
Energy above the lowest of the compared OMol25 structures with the same formula, charge and spin: 28.97 kJ/mol
E_tot: -324.3991 Eh
HOMO (spin up / spin down): 1.4 / -5.4 eV
E_LUMO (spin up / spin down): 4.2107 / 4.2896 eV
Charge: -1
Spin multiplicity: 2
HOMO-LUMO gap (spin up / spin down): 2.84 / 9.70 eV

[5]
The following is a DFT calculation (the ωB97M-V functional and the def2-TZVPD basis) of the molecule C4H6F2.

Atoms and positions in Å:
1 F 0.766 -1.349 -1.002
2 F -0.822 1.190 -1.166
3 C -0.220 0.623 -0.072
4 C -0.217 -0.887 -0.232
5 C -1.110 -1.593 0.340
6 C 1.156 1.125 0.079
7 H 1.766 0.540 0.741
8 H 1.123 2.205 0.219
9 H -1.936 -1.126 0.839
10 H 1.673 1.033 -0.868
11 H -0.861 0.843 0.834
12 H -1.319 -2.605 0.289

Summary:
Energy above the lowest of the compared OMol25 structures with the same formula, charge and spin: 60.08 kJ/mol
E_tot: -355.7018 Eh
HOMO: -10.4 eV
E_LUMO: 1.0094 eV
Charge: 0
HOMO-LUMO gap: 11.40 eV

[6]
The following is a DFT calculation (the ωB97M-V functional and the def2-TZVPD basis) of a structure of composition CNa9O3.

Atoms and positions in Å:
1 Na -13.690 -13.021 18.912
2 Na -16.371 -17.363 12.744
3 Na -15.720 -8.461 15.331
4 Na -12.159 -10.994 14.628
5 Na -13.697 -12.431 9.809
6 Na -18.897 -13.632 10.102
7 Na -11.588 -16.360 13.663
8 Na -18.827 -14.395 17.598
9 Na -20.419 -10.039 13.276
10 O -14.835 -13.644 13.340
11 O -16.597 -12.398 13.089
12 O -15.730 -12.729 14.934
13 C -15.828 -13.048 13.783

Summary:
Energy above the lowest of the compared OMol25 structures with the same formula, charge and spin: 66.99 kJ/mol
E_tot: -1721.4557 Eh
HOMO: -22.6 eV
E_LUMO: -18.3758 eV
Charge: +7
HOMO-LUMO gap: 4.26 eV

[7]
The following is a DFT calculation (the ωB97M-V functional and the def2-TZVPD basis) of a cluster of 2 separate species, C3H10N2O in total.

Atoms and positions in Å:
1 O -1.469 2.222 -4.027
2 N 1.979 -0.792 3.872
3 N 0.067 -2.290 3.941
4 C 1.367 -2.099 3.975
5 C -1.292 0.636 -2.148
6 C -0.534 1.305 -3.288
7 H -0.702 -0.156 -1.365
8 H -1.727 2.074 -4.939
9 H -2.044 -0.095 -2.622
10 H 1.367 0.062 3.929
11 H 0.069 2.112 -2.813
12 H 2.941 -0.691 3.495
13 H -1.924 1.261 -1.538
14 H -0.001 0.620 -4.005
15 H -0.311 -1.320 3.580
16 H 2.215 -2.849 3.954

Summary:
Energy above the lowest of the compared OMol25 structures with the same formula, charge and spin: 276.96 kJ/mol
E_tot: -304.9692 Eh
HOMO: -9.4 eV
E_LUMO: 0.7823 eV
Charge: 0
HOMO-LUMO gap: 10.19 eV